The following is a quantum chemistry calculation of a 8-piece molecular cluster, C12H41NO8 overall, from the OMol25 dataset.

Calculated values
LUMO (spin up / spin down) = -2.63 / -8.85 eV
maximum force = 4.5 eV Å⁻¹
ΔE to the lowest compared entry with this formula, charge and spin = 0.0 kJ/mol
multiplicity = 2
total charge = +1
HOMO energy (spin up / spin down) = -11.882 / -11.882 eV
orbital gap (spin up / spin down) = 9.2469 / 3.0289 eV
E_tot = -1138.02549 Ha

Structure (XYZ):
```
62
Properties=species:S:1:pos:R:3:forces:R:3:lowdin_spin:R:1
C -1.6632 -3.2796 -2.2708 0.72 1.12 -0.54 0.00
C -0.2469 -3.7580 -2.3655 0.04 -0.43 -0.73 0.00
O -0.2409 -5.1743 -2.5340 0.80 0.23 0.65 0.00
H -2.0758 -3.3931 -1.2683 -0.24 -0.23 -0.21 0.00
H -2.2263 -3.7290 -3.0887 -0.32 0.01 0.38 0.00
H -1.5368 -2.2178 -2.4821 -0.74 0.33 0.15 0.00
H 0.3425 -3.3346 -1.5522 0.17 -0.56 0.62 0.00
H 0.2693 -3.3632 -3.2406 -0.31 -0.03 -0.33 0.00
H -0.7446 -5.5146 -1.7910 -0.09 -0.38 0.02 0.00
C -5.7065 3.2885 1.2638 -0.45 0.28 -0.11 0.00
C -4.9079 2.0886 1.7200 -0.24 0.40 -1.03 0.00
O -4.5110 2.1966 3.0753 0.48 -0.57 -0.22 0.00
H -6.5346 2.9519 0.6399 0.06 0.24 -0.23 0.00
H -5.0660 3.9745 0.7096 -0.26 0.19 0.04 0.00
H -6.1525 3.8141 2.1082 0.06 0.06 0.03 0.00
H -4.0562 2.0570 1.0405 0.58 -0.18 0.65 0.00
H -5.4741 1.2023 1.4335 -0.05 -0.46 0.81 0.00
H -5.3024 2.1292 3.6146 -0.09 0.02 0.09 0.00
C -0.9711 5.8295 -0.7428 1.49 0.94 -0.08 0.00
C -1.3592 4.4100 -0.8783 -2.04 -0.60 -0.16 0.00
O -0.9941 3.9078 -2.1741 0.15 -0.28 0.68 0.00
H -1.4584 6.4311 0.0245 -0.01 -0.38 0.18 0.00
H -1.0857 6.3739 -1.6802 -0.41 -0.07 -0.15 0.00
H 0.1103 5.8255 -0.6062 0.12 0.37 0.36 0.00
H -2.4398 4.3125 -0.7737 -0.48 0.11 -0.26 0.00
H -1.0481 3.7522 -0.0667 0.86 0.07 -0.38 0.00
H -1.4365 4.4822 -2.8032 0.05 -0.05 -0.19 0.00
C -1.0740 -0.4439 0.4180 -0.51 -0.20 1.07 0.00
C -1.1657 0.5615 1.5879 -0.87 -0.18 0.24 0.00
O -0.2354 1.5774 1.5086 1.32 1.09 -1.20 0.00
H -0.9994 -0.0488 -0.5951 0.36 0.50 0.29 0.00
H -2.0203 -0.9848 0.4094 -0.09 -0.19 0.10 0.00
H -0.3042 -1.1904 0.6133 0.23 0.12 -0.22 0.00
H -1.0362 0.1641 2.5945 -0.12 -1.12 -0.17 0.00
H -2.1583 1.0100 1.6298 -0.41 -0.08 -0.35 0.00
H -0.1510 2.0589 2.3348 0.19 0.02 0.34 0.00
O 0.2780 3.4331 3.7510 0.00 -0.20 -0.35 0.00
H -0.6272 3.7140 3.6168 -0.31 0.29 0.02 0.00
H 0.4207 3.5254 4.6930 0.12 -0.07 0.28 0.00
O 1.0568 2.5150 -0.8617 0.60 -0.21 -0.22 0.00
H 0.4864 2.7153 -1.6038 -0.15 0.26 -0.36 0.00
H 0.4569 2.2704 -0.1570 -0.08 -0.25 0.57 0.00
O -2.5721 0.1286 4.9434 0.26 -0.11 0.27 0.00
H -2.8504 0.9878 4.6263 -0.23 0.29 -0.19 0.00
H -2.7808 -0.4708 4.2269 -0.12 -0.13 -0.15 0.00
C 6.8701 -2.9802 -2.0897 0.30 1.28 1.36 0.00
C 5.7060 -3.7788 -1.4662 3.11 -0.28 -2.48 0.12
C 4.7154 -2.9018 -0.6528 -1.90 -0.98 0.02 0.11
O 3.5608 -3.7627 -0.5191 1.99 0.75 -0.45 0.04
C 2.5718 -3.3515 0.3912 -1.15 0.16 0.01 0.01
N 5.1460 -4.5024 -2.5676 -2.64 2.93 2.16 0.62
H 7.7127 -3.5478 -2.4845 -0.19 -0.23 0.40 0.00
H 7.2021 -2.2386 -1.3630 0.64 -0.43 0.44 0.00
H 6.6048 -2.2478 -2.8521 -0.86 -0.51 -0.50 0.00
H 5.9764 -4.5451 -0.7397 0.44 -0.09 0.33 0.04
H 4.4787 -1.9769 -1.1789 -0.05 -0.04 -0.38 0.01
H 5.2181 -2.6353 0.2769 -0.17 -0.25 0.24 0.00
H 1.7619 -4.0699 0.2639 0.10 -0.06 0.22 0.00
H 2.1620 -2.3870 0.0916 0.13 0.23 0.16 0.00
H 2.8908 -3.3347 1.4333 0.27 -0.01 -0.06 0.00
H 5.0136 -3.8754 -3.3483 0.95 -0.43 -1.44 0.03
H 4.2011 -4.6501 -2.2429 -1.02 -2.00 0.00 0.02
```
Positions in Å, forces in eV/Å.

=====

The following is a quantum chemistry calculation of C12H42AlB3N2O4 as an isolated structure, from the OMol25 dataset.

Calculated values
LUMO = -1.10 eV
maximum force = 5.5 eV Å⁻¹
ΔE to the lowest compared entry with this formula, charge and spin = 675.9 kJ/mol
HOMO energy = -5.884 eV
orbital gap = 4.7875 eV
E_tot = -1209.12362 Ha

Structure (XYZ):
```
64
Properties=species:S:1:pos:R:3:forces:R:3:nbo_charge:R:1
Al 0.5572 15.6655 -26.3307 1.50 -3.35 -4.03 1.89
B -0.0932 13.2496 -26.8841 -1.01 -1.29 1.25 -0.81
H -0.8411 12.4734 -26.8340 -3.32 -2.92 1.19 0.01
H 0.6529 12.9236 -27.5922 2.53 -1.16 -2.13 0.03
H -0.6205 14.0944 -27.2993 -2.55 2.38 -0.75 0.03
H 0.3040 13.5922 -25.9412 1.05 0.04 3.05 -0.06
B 2.4646 14.7085 -27.5474 1.38 -0.11 1.03 -0.85
H 1.6321 14.1830 -27.1059 -2.00 -1.98 1.66 -0.01
H 3.4306 14.3113 -27.2765 3.79 -1.96 2.42 0.00
H 2.4732 14.6816 -28.6260 0.02 -0.43 -3.32 0.04
H 2.5236 15.7414 -27.2410 0.32 2.79 1.15 0.02
B 0.4206 15.2912 -28.8670 -0.19 1.70 0.11 -0.99
H -0.4224 15.9362 -28.6730 -3.70 2.28 0.50 -0.04
H 0.2677 14.8818 -29.8536 -0.44 -1.41 -3.82 0.09
H 1.3393 15.8473 -28.7617 2.13 2.63 -0.57 0.04
H 0.3422 14.4441 -28.2033 0.51 -1.03 0.15 0.08
C 3.0400 18.0238 -24.9964 -0.12 1.98 0.47 -0.25
O 2.6405 16.7091 -25.0973 -0.31 -1.21 0.13 -0.52
C 2.7950 16.0645 -23.8430 0.54 1.11 -0.10 -0.07
C 2.7291 14.6009 -23.9597 1.37 -0.03 -0.56 -0.27
N 1.4554 14.1977 -24.5048 -0.25 0.66 2.23 -0.62
C 0.4485 14.2745 -23.4467 -2.33 -0.78 0.00 -0.25
C -1.0558 13.8436 -23.9376 1.18 1.52 0.87 -0.07
O -1.6622 14.7547 -24.8929 0.85 -0.56 1.85 -0.55
C -3.0757 14.5290 -24.8817 0.06 -0.80 0.09 -0.24
H 2.8079 18.5847 -25.9017 0.10 -0.27 0.61 0.22
H 4.1041 18.1447 -24.7930 0.20 -0.30 0.06 0.18
H 2.4958 18.5075 -24.1852 -0.05 0.23 0.41 0.15
H 2.0021 16.4740 -23.2172 -0.01 -0.08 0.51 0.16
H 3.7500 16.3385 -23.3946 0.14 0.15 0.02 0.19
H 3.0719 14.2312 -22.9933 -0.87 -0.52 0.61 0.19
H 3.4855 14.1687 -24.6148 0.12 0.60 -0.47 0.25
H 1.5509 13.1922 -24.5114 -0.17 -0.26 -1.94 0.41
H 0.5205 15.2037 -22.8814 -0.59 0.35 -0.48 0.20
H 0.7309 13.5441 -22.6885 -0.31 -0.36 0.22 0.19
H -1.6812 13.8974 -23.0465 0.10 -0.19 0.35 0.17
H -1.0428 12.8185 -24.3076 0.07 0.13 -0.27 0.22
H -3.6510 15.0312 -25.6596 0.66 0.12 0.14 0.20
H -3.5186 14.7937 -23.9216 0.11 0.09 0.26 0.16
H -3.2140 13.4592 -25.0382 -0.24 -0.15 -0.01 0.19
C 3.4715 17.7396 -27.8396 2.59 -1.19 0.10 -0.30
O 2.1840 17.4851 -27.3227 -0.78 3.27 -3.07 -0.55
C 1.3912 18.4619 -28.0255 -1.82 -0.08 0.32 -0.07
C -0.1468 18.2450 -27.7646 0.77 0.17 -0.44 -0.30
N -0.2752 17.9830 -26.2769 -0.30 -0.23 -0.44 -0.67
C -1.6498 18.0706 -25.6890 1.04 -0.71 0.26 -0.24
C -2.5096 17.1836 -26.5086 -0.74 -0.08 -1.06 -0.08
O -1.9810 15.8758 -26.8408 0.33 1.51 -0.53 -0.56
C -2.6677 15.2323 -27.9692 -1.05 1.43 -0.09 -0.26
H 3.6798 17.5698 -28.8960 -1.17 -0.02 -0.36 0.21
H 4.2366 17.0813 -27.4280 -0.56 -0.54 0.61 0.23
H 3.9156 18.7084 -27.6109 -0.75 0.66 0.17 0.17
H 1.5620 18.4621 -29.1020 0.02 -0.45 -0.03 0.22
H 1.7138 19.4479 -27.6911 -0.10 0.44 0.30 0.16
H -0.5413 17.4738 -28.4262 0.51 -0.67 0.75 0.30
H -0.7672 19.0608 -28.1356 0.32 0.96 0.65 0.20
H 0.1786 18.8317 -25.9705 0.91 -0.39 0.96 0.40
H -2.1079 19.0596 -25.7071 0.26 0.36 -0.72 0.20
H -1.6970 17.8908 -24.6150 0.83 -0.74 0.06 0.21
H -2.6156 17.8456 -27.3680 -0.46 -0.79 -0.90 0.18
H -3.4620 17.2376 -25.9812 -0.53 -0.95 -0.25 0.19
H -2.5225 14.2096 -28.3172 1.22 -0.16 1.38 0.26
H -2.4586 15.7897 -28.8822 -0.39 0.43 0.15 0.21
H -3.6991 15.2669 -27.6182 -0.42 0.18 -0.69 0.16
```
Positions in Å, forces in eV/Å.

=====

The following is a quantum chemistry calculation of a 9-piece molecular cluster, C12H42N10O9 overall, from the OMol25 dataset.

Calculated values
LUMO = -0.14 eV
maximum force = 9.4 eV Å⁻¹
ΔE to the lowest compared entry with this formula, charge and spin = 800.2 kJ/mol
SMILES = NC(N)=O.NC(N)=O.NC(N)=O.NC(N)=O.NC(N)=O.CCO.CCO.CCO.CO
HOMO energy = -7.821 eV
orbital gap = 7.6764 eV
E_tot = -1706.98846 Ha

Structure (XYZ):
```
73
Properties=species:S:1:pos:R:3:forces:R:3:mulliken_charge:R:1
C -0.5288 1.6047 1.5980 1.98 -1.46 0.44 -1.18
C -0.9268 0.3387 0.9370 1.82 -0.59 -1.27 2.49
O -1.9548 -0.3853 1.5550 -0.27 0.04 0.05 -1.00
H -0.2968 1.4337 2.6270 -0.03 -0.18 0.98 0.45
H -1.3228 2.2437 1.5060 -1.54 2.32 -0.18 0.36
H 0.4322 1.9287 1.1870 -0.44 0.49 -0.36 0.05
H 0.0002 -0.2313 0.6510 -0.83 -0.28 0.75 -0.78
H -1.3058 0.6077 -0.0140 -0.62 0.37 -1.23 -0.88
H -1.5748 -0.7053 2.3740 0.04 -0.69 0.56 0.43
C -2.9788 -1.4633 -2.7100 -0.08 2.53 0.71 -1.01
C -2.4528 -2.0183 -1.4100 -0.45 -0.62 0.13 -0.05
O -1.0898 -2.3223 -1.4940 1.65 -0.57 0.39 -0.73
H -2.8868 -2.0843 -3.5810 -0.19 -0.57 -0.14 0.36
H -2.4018 -0.5453 -2.9130 -0.16 -0.27 -0.23 0.15
H -3.9888 -1.0023 -2.5630 0.54 -0.95 -0.22 0.29
H -2.9468 -2.9553 -1.2370 -0.82 -0.52 0.52 0.41
H -2.5558 -1.3543 -0.5560 -0.66 0.11 -0.13 0.20
H -0.7938 -2.7203 -0.6240 -0.52 0.71 -1.17 0.49
C 3.6772 1.1307 0.6590 -2.35 1.69 -1.29 -1.00
C 3.0802 0.5227 1.9190 2.18 0.88 -0.60 0.42
O 4.1922 -0.0903 2.4690 2.29 0.65 0.93 -0.58
H 2.7942 1.4227 0.0260 0.76 0.37 0.38 0.10
H 4.1692 0.4377 0.0460 0.72 -1.55 -0.49 0.48
H 4.3852 1.9757 0.7260 -0.50 -0.26 0.68 0.36
H 2.4372 -0.2963 1.6530 -1.41 0.41 0.09 -0.22
H 2.7702 1.3657 2.5800 -0.78 -0.92 -0.33 0.16
H 4.0362 -0.9143 2.8830 -0.90 -1.39 0.64 0.34
C 2.5622 -3.4243 1.6490 1.01 4.09 6.73 0.50
O 2.7692 -2.7243 2.8370 -0.79 -3.94 -6.54 -0.68
N 2.6462 -4.7133 1.4710 1.19 -5.35 3.07 -0.33
N 2.0952 -2.9353 0.5250 -0.41 4.02 -2.84 -0.36
H 2.7802 -5.3203 2.3140 0.01 1.08 -1.22 0.29
H 2.3782 -5.2453 0.6440 0.14 0.77 0.41 0.18
H 2.0392 -1.9053 0.3450 0.17 -1.18 -0.08 -0.16
H 2.1952 -3.5263 -0.3030 0.14 0.89 0.23 0.32
C -0.1708 3.3927 -1.3750 -2.43 5.19 3.30 0.61
O -0.4538 4.5297 -0.7070 0.99 -4.47 -2.70 -0.80
N 1.0312 3.0567 -1.6700 6.44 -0.09 0.15 -0.24
N -0.9848 2.4987 -1.7970 -4.71 -2.72 -1.09 -0.27
H 1.5642 3.7387 -1.1220 1.25 -0.74 -0.68 0.15
H 1.4622 2.0877 -1.9620 -1.76 3.42 1.31 0.24
H -1.9708 2.4987 -1.5100 0.54 0.28 -0.09 0.53
H -0.6458 1.5507 -2.0010 -0.18 1.79 0.63 0.35
C -0.9798 -3.3313 1.9420 -0.63 5.81 6.46 0.51
O -0.4718 -2.3943 2.7670 -2.34 -4.12 -3.57 -0.72
N -0.4138 -3.7863 0.9190 5.74 -2.48 -5.70 -0.36
N -2.2168 -3.8003 2.0070 -2.06 -0.81 1.21 -0.37
H 0.5802 -3.3983 0.7500 -1.50 -0.79 0.29 0.45
H -0.6248 -4.7273 0.5220 0.04 1.39 0.66 0.24
H -2.8728 -3.3373 2.5550 -0.89 0.78 1.38 0.26
H -2.6478 -4.3833 1.3170 0.39 -0.02 -0.38 0.16
C 1.2202 0.0197 -2.2740 3.21 -4.53 6.48 -0.27
O 1.7872 -0.7163 -1.2030 -2.98 3.28 -5.12 -0.59
N -0.0548 0.0607 -2.5160 -2.77 -1.79 -0.57 -0.23
N 1.9912 0.8317 -2.9200 5.04 2.04 -2.04 -0.42
H -0.6158 -0.6203 -1.9910 0.57 -0.17 -0.18 0.01
H -0.5588 0.4637 -3.3170 1.14 -0.23 0.30 0.42
H 3.0182 1.0067 -2.5770 -2.86 -0.93 -1.00 0.34
H 1.6892 1.3377 -3.7640 0.25 -0.41 0.79 0.26
C -4.4398 1.6477 -0.5400 5.23 6.17 -4.72 0.41
O -3.3978 2.4477 -1.0120 -6.28 -3.31 2.95 -0.73
N -4.2458 0.4977 -0.0900 3.66 -5.46 4.19 -0.03
N -5.6978 1.9027 -0.7790 -2.87 3.52 -0.81 -0.47
H -3.2988 0.3767 0.4280 -2.26 -0.39 -0.92 0.04
H -5.0588 -0.0463 0.2150 0.94 0.19 0.05 0.17
H -5.8248 2.9107 -1.0260 -0.39 -1.50 0.23 0.32
H -6.4278 1.4137 -0.2530 0.48 0.69 -0.40 0.20
C 2.8262 4.3857 1.1940 2.44 2.01 0.62 -0.46
O 3.0772 4.3657 -0.1680 -2.36 0.26 -1.74 -0.55
H 3.3272 5.3617 1.4360 -0.76 -0.71 1.19 0.26
H 3.3692 3.5777 1.6820 -0.49 -0.07 0.40 0.21
H 1.7862 4.4397 1.3760 -1.05 -0.19 0.23 0.22
H 3.9082 4.0087 -0.3150 2.36 -1.00 -0.49 0.27
```
Positions in Å, forces in eV/Å.